# 1
A single C7H8ClNOS molecule at a distorted geometry, computed with ωB97M-V/def2-TZVPD.

orbital gap	0.356	hartree
relative energy (zero: lowest compared OMol25 entry of this formula, charge and spin)	19.54	kcal per mole
maximum force	5.29	eV Å⁻¹
energy	-34281.261	eV
LUMO level	0.569	eV
HOMO level	-9.11	eV

CARTESIAN COORDINATES (ANGSTROEM)
C -2.52 -0.24 -0.70
C -1.20 0.05 0.08
Cl -1.71 0.75 1.67
C -0.21 -1.46 0.34
C 1.05 -1.25 0.69
N 1.70 -0.07 0.68
C 2.99 0.24 0.42
O 4.05 -0.24 0.77
C 2.57 1.63 -0.11
C 1.18 1.19 0.31
S -0.19 1.13 -0.93
H -2.37 -1.13 -1.49
H -2.97 0.80 -1.08
H -3.21 -0.65 -0.05
H -0.90 -2.30 0.26
H 1.74 -2.05 0.84
H 3.07 2.44 0.40
H 2.32 1.88 -1.24
H 0.87 1.82 1.18



# 2
2 unconnected molecules or ions with the total composition C7H8F3N3 at a distorted geometry, computed with ωB97M-V/def2-TZVPD.

orbital gap	0.337	hartree
relative energy (zero: lowest compared OMol25 entry of this formula, charge and spin)	31.79	kcal per mole
maximum force	4.16	eV Å⁻¹
energy	-20010.450	eV
LUMO level	0.919	eV
HOMO level	-8.26	eV

CARTESIAN COORDINATES (ANGSTROEM)
C 1.95 -1.75 -0.51
C 2.82 -0.82 0.03
C 0.58 -1.49 -0.47
C 2.31 0.35 0.58
C 0.22 -0.30 0.11
C -1.85 0.24 0.31
C -2.37 -0.87 1.18
N 1.01 0.60 0.62
N -1.84 1.49 0.96
N -2.35 0.19 -1.00
F -1.72 -0.96 2.35
F -3.68 -0.72 1.49
F -2.28 -2.07 0.59
H 2.32 -2.66 -0.95
H 3.89 -0.99 0.03
H -0.14 -2.18 -0.88
H 2.95 1.11 1.01
H -1.50 1.42 1.92
H -1.26 2.16 0.47
H -3.32 -0.11 -1.06
H -2.21 1.06 -1.49



# 3
A gas-phase ion, C7H8F3N4OS (charge +1) at a distorted geometry, computed with ωB97M-V/def2-TZVPD.

orbital gap (alpha / beta)	0.229 / 0.270	hartree
relative energy (zero: lowest compared OMol25 entry of this formula, charge and spin)	0.84	kcal per mole
maximum force	5.38	eV Å⁻¹
energy	-34372.663	eV
LUMO level (alpha / beta)	-5.696 / -5.481	eV
HOMO level (alpha / beta)	-11.94 / -12.82	eV
net charge	+1

CARTESIAN COORDINATES (ANGSTROEM)
C 0.10 -0.42 -1.63
C 0.64 -1.99 -2.98
C 0.11 0.31 2.39
C 0.05 0.23 -0.45
C -0.29 2.51 1.48
C 1.07 -3.29 -3.49
C -1.77 2.42 1.28
N 0.53 -1.71 -1.70
N 0.40 -0.91 -3.76
N 0.26 1.69 2.30
N 0.44 -0.27 3.59
O 0.05 0.05 -2.92
F -2.36 3.23 0.40
F -2.21 1.14 0.99
F -2.42 2.65 2.45
S -0.01 -0.76 0.99
H -0.02 1.29 -0.25
H 0.04 3.52 1.36
H 0.19 -3.95 -3.64
H 1.51 -3.26 -4.50
H 1.77 -3.52 -2.72
H 0.90 1.97 2.94
H 0.74 0.37 4.34
H 0.25 -1.28 3.56



# 4
A single C7H8F3P molecule at a distorted geometry, computed with ωB97M-V/def2-TZVPD.

orbital gap (alpha / beta)	0.260 / 0.295	hartree
relative energy (zero: lowest compared OMol25 entry of this formula, charge and spin)	55.22	kcal per mole
maximum force	3.77	eV Å⁻¹
energy	-24824.564	eV
LUMO level (alpha / beta)	-0.633 / -0.119	eV
HOMO level (alpha / beta)	-7.69 / -8.16	eV

CARTESIAN COORDINATES (ANGSTROEM)
C 1.23 -1.57 0.91
C -1.62 -0.67 0.60
C 0.96 -0.08 0.98
C -0.44 0.24 0.80
C -1.06 0.05 -0.53
C -1.57 0.78 -1.62
C 1.84 0.75 -0.05
F 3.04 0.85 0.47
F 2.00 0.12 -1.31
F 1.29 1.91 -0.32
P 1.21 -2.55 -0.48
H 1.73 -1.96 1.73
H -1.51 -1.83 0.79
H -2.61 -0.49 0.87
H 1.23 0.38 1.89
H -0.62 1.24 1.10
H -0.83 0.78 -2.52
H -1.80 1.79 -1.35
H -2.49 0.24 -1.95



# 5
A molecular structure, C7H8F9N5O6RuS5 at a distorted geometry, computed with ωB97M-V/def2-TZVPD.

orbital gap (alpha / beta)	0.257 / 0.257	hartree
relative energy (zero: lowest compared OMol25 entry of this formula, charge and spin)	82.80	kcal per mole
maximum force	4.24	eV Å⁻¹
energy	-108339.085	eV
LUMO level (alpha / beta)	-1.499 / -1.634	eV
HOMO level (alpha / beta)	-8.50 / -8.62	eV

CARTESIAN COORDINATES (ANGSTROEM)
Ru -0.35 -0.56 0.53
F -2.86 0.64 -0.25
C -2.96 1.31 -1.41
F -3.62 2.43 -1.16
F -3.68 0.56 -2.24
S -1.25 1.68 -2.15
O -0.30 1.25 -1.14
O -1.29 3.06 -2.47
N -1.19 0.73 -3.41
S -0.58 -0.67 -3.02
O 0.86 -0.74 -3.10
O -1.18 -1.25 -1.83
C -1.18 -1.71 -4.43
F -0.89 -1.12 -5.58
F -0.58 -2.90 -4.39
F -2.49 -1.89 -4.33
N 3.29 -0.62 1.18
C 2.59 -0.81 0.07
N 2.88 -0.13 -1.02
S 1.47 -2.13 -0.01
H 3.74 0.27 1.32
H 2.95 -1.07 2.01
H 3.45 0.70 -0.96
H 2.27 -0.23 -1.83
S -2.37 -3.22 0.16
C -1.66 -2.05 0.86
F 1.71 3.73 1.36
C 0.42 3.47 1.66
F -0.35 4.24 0.88
F 0.23 3.86 2.94
C 0.10 1.97 1.48
O 1.05 1.23 1.17
O -1.08 1.61 1.67
N -2.19 -0.33 3.48
C -1.29 -1.28 3.71
N -1.64 -2.37 4.40
S 0.33 -1.08 3.22
H -3.16 -0.47 3.67
H -1.91 0.46 2.90
H -2.58 -2.55 4.69
H -0.94 -3.08 4.54



# 6
A single C7H8FNO2S molecule at a distorted geometry, computed with ωB97M-V/def2-TZVPD.

orbital gap	0.382	hartree
relative energy (zero: lowest compared OMol25 entry of this formula, charge and spin)	34.36	kcal per mole
maximum force	4.13	eV Å⁻¹
energy	-26523.760	eV
LUMO level	0.767	eV
HOMO level	-9.62	eV

CARTESIAN COORDINATES (ANGSTROEM)
C 3.37 1.47 0.18
N 3.22 0.24 -0.44
S 1.95 -0.56 -0.41
O 1.99 -1.86 -0.92
F 1.36 -0.72 1.12
O 0.71 0.34 -0.86
C -0.61 0.04 -0.49
C -0.97 -1.31 -0.38
C -2.27 -1.63 -0.05
C -3.16 -0.63 0.18
C -2.82 0.72 0.23
C -1.46 1.01 -0.06
H 2.85 2.30 -0.16
H 4.44 1.68 0.29
H 2.99 1.15 1.17
H -0.24 -2.14 -0.39
H -2.67 -2.64 0.02
H -4.16 -1.01 0.31
H -3.40 1.57 0.44
H -1.10 1.99 0.20



# 7
A molecular structure, C7H8FeN2O5 at a distorted geometry, computed with ωB97M-V/def2-TZVPD.

orbital gap (alpha / beta)	0.228 / 0.157	hartree
relative energy (zero: lowest compared OMol25 entry of this formula, charge and spin)	31.60	kcal per mole
⟨S²⟩	6.055
maximum force	5.88	eV Å⁻¹
energy	-54969.506	eV
LUMO level (alpha / beta)	-6.718 / -13.264	eV
HOMO level (alpha / beta)	-12.91 / -17.53	eV
net charge	+2
spin multiplicity	5

CARTESIAN COORDINATES (ANGSTROEM)
Fe 0.00 0.00 -1.54
O 0.00 2.59 -0.15
C 0.00 1.53 -0.64
C 0.00 -1.53 -0.63
O 0.00 -2.58 -0.15
C 1.62 0.00 -0.82
O 2.74 0.00 -0.52
C -1.62 0.00 -0.82
O -2.74 0.00 -0.52
C 0.00 0.70 -3.64
H -0.93 1.28 -3.81
H 0.93 1.28 -3.81
C 0.00 -0.70 -3.64
H 0.93 -1.28 -3.81
H -0.93 -1.28 -3.81
N 1.13 -0.18 3.75
C 0.00 0.00 3.00
N -1.13 0.18 3.75
O 0.00 0.00 1.76
H 1.09 -0.13 4.76
H 2.00 -0.27 3.27
H -2.00 0.27 3.27
H -1.09 0.13 4.76



# 8
A molecular structure, C7H8IN2 at a distorted geometry, computed with ωB97M-V/def2-TZVPD.

orbital gap	0.276	hartree
relative energy (zero: lowest compared OMol25 entry of this formula, charge and spin)	102.18	kcal per mole
maximum force	3.29	eV Å⁻¹
energy	-18457.828	eV
LUMO level	-5.536	eV
HOMO level	-13.06	eV
net charge	+1

CARTESIAN COORDINATES (ANGSTROEM)
C 1.15 -1.31 -1.24
C 0.31 -0.92 -2.16
C 1.38 -1.19 0.07
C -0.48 0.33 0.66
C 2.46 -1.77 1.05
C -1.41 2.43 0.49
C -1.62 1.07 0.94
N 0.55 -0.18 0.56
N -0.53 -0.59 -2.96
I -3.12 -0.16 -0.43
H 3.34 -1.16 1.13
H 2.77 -2.68 0.63
H 1.92 -1.97 1.95
H -2.26 2.87 -0.16
H -1.24 3.08 1.35
H -0.47 2.35 -0.07
H -1.98 0.95 1.95
H -0.76 -1.14 -3.75